Formula: C5H6O
Source: the OMol25 dataset
Level of theory: ωB97M-V with the def2-TZVPD basis set

Summary:
- Frontier orbital gap (spin up / spin down): 7.8 / 7.8 eV
- Calculated total energy: -269.1604 Ha

Geometry as XYZ:
```
12
Properties=species:S:1:pos:R:3:forces:R:3
C -0.50237 1.97262 -0.60040 0.70 0.56 0.09
C 0.18944 -1.25945 -1.10602 -0.46 -0.53 -1.87
C 0.50001 1.13169 -0.15380 -1.02 3.58 0.32
C 0.11517 -1.27596 1.80977 -0.70 -2.17 -3.65
C 0.36971 -0.24148 -0.34069 0.04 -2.05 3.18
O -0.21112 -2.40527 1.99863 0.66 1.53 -0.76
H -0.61619 3.11618 -0.52059 0.80 -2.02 0.33
H -1.31709 1.54630 -1.17583 0.05 -0.18 0.04
H -0.10362 -2.20170 -0.76908 -0.23 -1.48 1.65
H 0.12828 -1.43253 -2.17599 0.53 1.37 -0.56
H 1.28814 1.58394 0.51801 -0.68 -0.83 -1.00
H 0.15962 -0.53435 2.51599 0.31 2.21 2.23
```
Forces are in eV/Å.

***

Formula: C5H6O
Source: the OMol25 dataset
Level of theory: ωB97M-V with the def2-TZVPD basis set

Summary:
- Frontier orbital gap: 10.9 eV
- Calculated total energy: -269.2502 Ha

Geometry as XYZ:
```
12
Properties=species:S:1:pos:R:3:forces:R:3
C -0.19790 -1.89066 1.97565 0.08 0.27 -0.41
C -0.00543 -1.30520 0.94150 -0.16 -0.27 0.40
C 0.04154 -0.63310 -0.36754 -0.28 -0.05 0.06
O 1.36887 -0.52724 -0.83926 0.05 -0.07 -0.13
C -0.61999 0.73364 -0.33185 0.08 0.21 -0.05
C 0.10398 1.84735 -0.35513 -0.11 -0.08 0.01
H -0.37934 -2.40917 2.89213 0.11 0.12 -0.16
H -0.53759 -1.27707 -1.04925 0.00 0.13 0.06
H 1.28857 0.02809 -1.62986 0.29 -0.19 0.14
H -1.70771 0.75200 -0.34506 0.15 0.00 0.01
H 1.18754 1.79161 -0.28611 -0.15 0.07 -0.12
H -0.33984 2.83330 -0.43861 -0.06 -0.14 0.17
```
Forces are in eV/Å.

***

Formula: C5H6O
Source: the OMol25 dataset
Level of theory: ωB97M-V with the def2-TZVPD basis set

Summary:
- Frontier orbital gap: 9.1 eV
- Calculated total energy: -269.2271 Ha

Geometry as XYZ:
```
12
Properties=species:S:1:pos:R:3:forces:R:3
O -2.29436 0.74458 0.46248 -0.36 0.84 -0.47
C -1.09747 0.59162 0.22426 -0.95 -1.80 -0.60
C -0.13675 -0.02078 1.11284 -0.02 0.93 0.09
C 0.86682 -0.81057 0.31431 0.15 0.71 0.12
C 0.66727 -0.25462 -1.07907 -0.10 0.17 -0.02
C -0.37798 0.57357 -1.12501 -0.15 -0.16 -0.25
H -0.38170 -0.27455 2.14311 -0.04 0.43 -0.21
H -0.27675 1.53782 0.79220 1.70 -1.93 1.37
H 1.87661 -0.76686 0.72781 0.11 0.12 -0.31
H 0.60949 -1.89725 0.32483 -0.24 0.67 0.21
H 1.29345 -0.54221 -1.91767 -0.06 0.14 0.14
H -0.74863 1.11925 -1.98008 -0.05 -0.13 -0.06
```
Forces are in eV/Å.

***

Formula: C5H6O
Source: the OMol25 dataset
Level of theory: ωB97M-V with the def2-TZVPD basis set

Summary:
- Frontier orbital gap (spin up / spin down): 7.1 / 7.4 eV
- Calculated total energy: -269.1941 Ha

Geometry as XYZ:
```
12
Properties=species:S:1:pos:R:3:forces:R:3
C -1.93622 0.46972 -0.11729 0.01 0.10 -0.11
C -1.00698 -0.67158 -0.25902 -0.28 0.00 0.14
C 0.34295 -0.64041 -0.06319 0.27 0.16 0.08
C 1.29080 0.36724 -0.22392 -0.47 -0.36 0.23
C 2.51629 0.49010 0.50512 -0.06 0.35 0.16
O 2.70762 1.38248 1.32003 -0.01 -0.42 -0.19
H -2.11519 0.59797 0.96078 0.02 0.08 -0.18
H -1.47716 1.39607 -0.47831 -0.08 -0.04 0.01
H -2.91157 0.27843 -0.57164 0.21 0.10 -0.09
H -1.44810 -1.66515 -0.32794 -0.03 0.12 0.27
H 0.63056 -1.60584 0.35606 0.65 -0.21 -0.29
H 3.33181 -0.22441 0.22561 -0.22 0.12 -0.03
```
Forces are in eV/Å.

***

Formula: C5H6O
Source: the OMol25 dataset
Level of theory: ωB97M-V with the def2-TZVPD basis set

Summary:
- Frontier orbital gap: 10.7 eV
- Calculated total energy: -269.2832 Ha

Geometry as XYZ:
```
12
Properties=species:S:1:pos:R:3:forces:R:3
C -1.55058 1.94847 1.75989 0.13 -0.19 -0.26
C -1.18576 1.26180 0.84032 -0.21 0.29 0.34
C -0.73437 0.38667 -0.24379 -0.18 -0.14 -0.34
O -1.47844 0.07650 -1.15091 0.35 0.16 0.50
C 0.70476 -0.08498 -0.15464 0.04 0.01 0.05
C 0.91462 -1.42772 -0.84385 -0.01 -0.07 -0.04
H -1.88556 2.55862 2.57290 0.08 -0.13 -0.20
H 1.31545 0.69668 -0.63041 -0.11 -0.07 0.07
H 1.01358 -0.10993 0.89675 -0.09 0.01 -0.15
H 1.97574 -1.69356 -0.86056 -0.16 0.05 0.00
H 0.53964 -1.39412 -1.86914 0.08 -0.01 0.12
H 0.37092 -2.21843 -0.31656 0.08 0.10 -0.09
```
Forces are in eV/Å.

***

Formula: C5H6O
Source: the OMol25 dataset
Level of theory: ωB97M-V with the def2-TZVPD basis set

Summary:
- Frontier orbital gap: 10.9 eV
- Calculated total energy: -269.2441 Ha

Geometry as XYZ:
```
12
Properties=species:S:1:pos:R:3:forces:R:3
C -0.38867 0.62154 -2.52939 0.07 -0.07 0.43
C -0.19500 0.45130 -1.35342 -0.07 0.18 -0.45
C -0.01181 0.42447 0.08832 -0.10 0.18 0.03
C 1.16425 -0.29752 0.76785 0.34 0.06 -0.17
O 0.28911 -0.82830 1.77085 0.03 -0.12 0.17
C -0.86147 -0.49653 0.98316 -0.38 -0.02 -0.05
H -0.57135 0.81367 -3.56228 0.05 -0.14 0.10
H -0.07210 1.45421 0.44933 0.01 -0.08 0.01
H 1.61808 -1.08986 0.16067 -0.09 0.08 0.02
H 1.94472 0.34136 1.19001 -0.07 -0.11 -0.03
H -1.65195 -0.01823 1.57160 0.14 -0.10 -0.08
H -1.26380 -1.37610 0.46329 0.08 0.14 0.02
```
Forces are in eV/Å.